C7H10NP | ωB97M-V/def2-TZVPD

Geometry as XYZ:
```
19
Properties=species:S:1:pos:R:3:lowdin_charge:R:1
C 1.16 -0.98 0.98 -0.318
C 2.59 -0.01 -0.80 -0.112
C 1.79 1.16 -0.93 -0.263
H 3.16 -1.75 0.19 0.095
H -1.57 -0.21 1.74 0.103
H -3.92 0.44 -0.77 0.063
N 0.91 1.63 -0.10 -0.224
H 3.49 0.04 -1.45 0.104
C 2.42 -0.95 0.21 -0.127
C -1.83 0.64 -0.18 -0.273
P 0.64 0.88 1.39 0.912
H 1.12 -1.39 1.95 0.048
H -3.35 -0.49 0.74 0.119
H 1.67 1.86 -1.86 0.133
C -1.10 0.54 0.92 -0.346
H -3.06 -1.03 -1.00 0.059
C -3.07 -0.13 -0.40 -0.132
H -1.55 1.28 -1.01 0.092
H 0.50 -1.53 0.37 0.068
```

The total energy comes out at -18196.8961 eV. As for the net charge: 0. Its relative energy (zero: lowest compared OMol25 entry of this formula, charge and spin) is 39.4 kcal per mole. The gap between HOMO and LUMO comes out at 8.479 eV. The HOMO energy is -8.45 eV. The SMILES is C/C=C/P1CC=CC=N1.


C5H7N | ωB97M-V/def2-TZVPD

Geometry as XYZ:
```
13
Properties=species:S:1:pos:R:3:lowdin_charge:R:1
C 0.06 -0.05 -0.22 -0.361
N -1.28 1.29 1.86 0.184
C -1.13 0.00 0.28 0.062
H -0.42 -1.77 -1.15 0.059
C 1.30 0.59 0.29 -0.036
C 0.34 -1.10 -1.26 -0.028
H -3.19 0.26 1.25 0.131
H 2.13 -0.07 0.21 0.068
H 0.38 -0.61 -2.21 0.088
H 1.22 0.93 1.28 0.057
H 1.33 1.38 -0.46 0.106
H 1.30 -1.38 -1.08 0.044
C -2.03 0.54 1.21 -0.375
```

The total energy comes out at -6783.3862 eV. As for the net charge: 0. Its relative energy (zero: lowest compared OMol25 entry of this formula, charge and spin) is 118.2 kcal per mole. The gap between HOMO and LUMO (spin up / spin down) comes out at 9.029 / 8.601 eV. The HOMO energy (spin up / spin down) is -9.02 / -8.58 eV.


C65H51BGeN16Zr | ωB97M-V/def2-TZVPD

Geometry as XYZ:
```
135
Properties=species:S:1:pos:R:3:lowdin_charge:R:1
H -4.48 -4.34 0.55 0.122
N 0.27 -3.39 -1.60 0.006
C -0.82 2.57 6.18 -0.061
C -0.40 -1.34 3.36 -0.072
C 0.80 4.55 -0.25 -0.099
H 3.23 6.63 -1.36 0.127
H -2.08 2.15 2.16 0.112
N -1.14 -1.66 -3.11 0.018
C -3.79 -3.15 -5.19 -0.028
C -1.42 -0.68 -4.04 -0.293
C -1.30 4.21 3.99 -0.109
C 1.79 2.36 -2.70 -0.102
C 2.70 5.94 -0.72 -0.016
C 5.06 0.27 0.57 0.001
H 2.65 3.69 3.28 0.091
H 4.92 4.45 3.84 0.115
H -0.63 1.94 7.03 0.117
H -3.85 1.54 6.18 0.065
C -2.95 -3.29 -0.66 -0.234
H -5.29 0.54 6.02 0.085
H 3.47 4.95 -4.00 0.114
C -1.95 4.45 5.18 -0.055
N -2.85 -0.02 3.87 0.124
C 0.04 -5.60 -2.18 -0.108
C 6.24 -1.80 1.00 -0.042
C 1.11 -4.29 1.88 -0.009
C 2.73 3.37 -2.76 -0.016
N -2.27 -2.16 -0.48 -0.004
C 0.95 2.89 -4.92 0.010
C 3.99 -1.90 0.25 -0.084
H 1.96 4.51 -5.86 0.115
H 0.54 1.51 4.92 0.095
H -3.73 -0.21 6.39 0.084
H 7.16 -2.29 1.28 0.114
N -0.14 -2.17 1.29 0.047
H -2.96 3.28 -2.39 0.100
N 2.42 1.09 -0.76 0.200
C -0.16 2.33 4.98 -0.108
N 0.63 0.41 -2.21 0.002
H 1.02 5.76 -2.01 0.118
H 7.09 0.16 1.21 0.112
C 5.14 -2.56 0.65 0.012
C 0.39 -2.45 3.47 0.016
C -3.60 -2.46 1.26 -0.007
H 0.29 2.67 -5.74 0.121
H 0.91 -4.94 2.73 0.098
H 2.97 -6.43 -0.63 0.118
H -1.95 -4.71 -3.52 0.192
H -0.83 -0.69 4.09 0.099
C 1.35 4.17 0.94 -0.211
H -0.14 4.16 -0.58 0.071
H -1.49 4.84 3.13 0.107
H 5.15 6.59 0.16 0.122
H 0.15 -8.93 -2.66 0.112
H -4.52 0.50 1.16 0.133
C 4.61 5.95 0.84 -0.009
C -3.18 -0.47 -5.92 -0.003
N -1.82 -4.00 -2.78 0.055
C -3.98 0.43 4.37 -0.334
C 1.88 3.91 -4.97 -0.039
C -0.52 -4.31 -2.20 -0.213
C 3.31 5.53 0.48 -0.154
N -0.73 -1.18 2.05 -0.002
C -2.21 2.49 -2.46 0.005
C 3.95 -0.50 0.23 -0.108
C 2.61 4.66 1.36 -0.194
H 5.03 1.34 0.50 0.116
H -2.29 3.85 0.07 0.131
C -1.91 -2.71 -3.45 -0.225
C 1.28 -5.45 -1.50 -0.113
H -2.56 1.71 -3.12 0.080
H -1.31 -7.01 -3.15 0.107
C 1.48 5.46 -1.08 -0.076
H -5.30 -3.00 -6.68 0.112
C 4.47 4.74 2.91 -0.050
H -3.89 -4.08 -2.38 0.149
C -2.95 -4.21 -1.83 -0.018
C 3.22 4.31 2.58 -0.056
H -5.88 1.11 3.43 0.109
H -2.63 5.28 5.26 0.116
Ge 0.56 2.79 2.17 1.281
C 1.40 -4.07 -1.19 -0.315
C 0.43 -7.94 -2.33 -0.062
H 3.43 3.52 -1.96 0.118
B -1.98 -0.52 1.51 -0.716
H 1.14 0.45 1.29 -0.009
C -1.92 1.99 -1.09 -0.285
H 5.17 -3.64 0.67 0.119
H 0.69 -4.74 0.99 0.070
C -1.72 3.63 6.28 -0.058
H 6.19 5.86 2.27 0.114
C 2.72 -2.35 -0.30 -0.281
C 2.67 -0.15 -0.35 -0.311
C -0.38 -6.87 -2.62 -0.026
C 1.47 1.03 2.15 -0.156
H -2.90 -5.24 -1.46 0.153
C -4.88 0.73 3.33 0.005
H -4.04 -4.16 -4.92 0.106
H 2.20 -8.67 -1.38 0.111
Zr -0.18 -1.30 -1.11 1.897
N -0.76 0.46 -4.19 0.203
C 1.59 1.27 -1.77 -0.259
N -2.98 -0.04 2.53 -0.044
C 0.51 -2.96 2.16 -0.292
C -2.02 2.81 0.05 0.003
H -2.23 3.81 7.21 0.118
C -2.46 -1.10 -4.91 -0.096
C -1.83 1.97 1.12 -0.135
N -1.66 0.73 -0.72 0.067
H -2.94 0.55 -6.20 0.116
N -1.63 0.72 0.64 0.004
H 2.54 1.21 2.05 0.034
C -0.41 3.15 3.88 -0.310
C 2.75 4.15 -3.91 -0.058
C 5.18 5.55 2.02 -0.052
C -4.22 0.42 2.18 -0.082
N 1.92 -1.25 -0.60 -0.009
C 6.20 -0.41 0.95 -0.050
H 0.83 -2.87 4.35 0.117
C 2.07 -6.56 -1.20 -0.001
H 2.19 -4.22 1.76 0.083
H -1.32 2.95 -2.90 0.078
C -3.81 -3.52 0.42 0.033
C -4.23 0.58 5.83 -0.017
C -4.49 -2.49 -6.17 -0.063
H -4.04 -2.26 2.22 0.140
N -2.69 -1.64 0.70 0.015
C -4.19 -1.17 -6.53 -0.060
C 1.63 -7.79 -1.61 -0.057
N 2.48 -3.59 -0.58 0.201
H -4.77 -0.71 -7.32 0.110
C 0.18 0.91 -3.43 -0.309
C 0.92 2.11 -3.77 -0.116
C -2.77 -2.44 -4.53 -0.109
H 1.28 0.46 3.06 0.016
```

The total energy comes out at -150540.8555 eV. As for the net charge: +2. The gap between HOMO and LUMO comes out at 5.188 eV. The HOMO energy is -11.12 eV.


C32H62N7O3P3SV | ωB97M-V/def2-TZVPD

Geometry as XYZ:
```
109
Properties=species:S:1:pos:R:3:mulliken_spin:R:1
H -2.92 -4.37 0.89 0.001
H -2.81 1.58 1.20 0.001
C 4.00 3.85 4.31 0.099
N -3.40 1.33 -0.68 0.013
H 3.38 -1.73 2.72 -0.001
C 1.96 -0.25 4.55 0.006
C 2.83 -0.88 2.29 0.009
C -3.20 -2.47 -0.82 0.023
H 1.52 5.67 -0.35 -0.001
C 0.84 -4.18 -1.36 0.017
C -0.68 -2.54 -3.47 0.015
H -2.78 0.01 0.74 -0.025
H 3.47 0.00 2.29 0.004
P 0.57 0.68 2.15 -0.030
C -1.39 4.05 0.94 0.017
H -1.40 -3.49 1.00 -0.014
H 2.94 -4.25 -1.87 0.000
N 1.80 4.50 1.42 0.280
O -4.30 -0.83 2.26 0.001
H 2.27 -0.31 -1.22 0.046
H -1.61 3.62 1.92 -0.003
H 0.64 -4.69 0.76 0.002
H 1.94 -3.80 -3.24 -0.002
C 4.29 6.13 3.57 0.012
C 0.68 5.64 -1.03 0.007
H -1.31 -4.52 -4.15 0.000
C -0.97 4.30 -2.26 -0.006
H 5.33 5.26 5.24 0.014
C 0.28 4.20 -1.37 0.016
H 3.10 6.72 1.87 0.000
C 1.57 -0.61 3.12 0.039
H 1.20 2.52 -2.40 -0.008
N 2.46 2.40 3.18 0.261
H -1.00 5.06 1.09 -0.004
C 2.05 -3.68 -2.16 -0.010
V -0.13 0.30 -0.20 2.291
H -4.17 2.38 -2.86 0.001
P -0.10 3.01 0.10 -0.072
H -1.13 0.25 3.86 0.001
C -2.04 -1.90 -3.78 0.016
H -0.10 -1.75 3.92 0.002
H 0.14 -5.69 -2.79 0.000
H 4.23 3.04 4.99 -0.001
C 1.66 0.42 -0.67 -0.512
H 4.77 7.09 3.67 0.011
H 2.57 -1.11 1.26 -0.004
C 0.38 -1.49 -3.83 0.068
H 2.61 -1.04 4.94 0.000
H -2.22 -1.04 -3.14 -0.004
H -1.33 3.33 -2.56 0.005
H 1.29 -2.73 3.44 0.000
C 1.29 -4.14 0.09 -0.006
H -0.71 4.86 -3.17 0.000
H -2.13 -5.55 -2.05 0.001
H -1.39 1.82 3.08 0.009
C 1.43 3.55 -2.15 0.006
P -0.54 -2.81 -1.55 0.156
C 1.56 2.24 2.19 0.056
H -3.62 -2.11 -1.76 0.001
H -4.36 1.01 -0.63 0.002
H -2.87 -2.60 -3.68 0.000
H 0.43 -4.23 -4.35 0.000
O -3.24 -1.70 3.94 0.000
H 2.30 1.28 -0.39 0.032
H 0.19 -2.04 2.23 -0.016
C 2.73 4.68 2.40 -0.014
C -1.96 -4.20 0.40 0.012
C -2.20 -3.63 -1.01 -0.003
H 1.39 -6.23 -1.68 0.000
H 0.09 -0.96 -4.74 0.002
H 2.34 3.56 -1.55 0.002
H -0.15 6.19 -0.57 0.001
N -3.24 -1.27 2.77 0.002
C 3.06 3.62 3.29 -0.012
C 3.36 5.92 2.56 0.122
C -2.85 1.18 -1.92 0.020
H -0.10 1.65 4.29 -0.004
O -2.18 -1.26 2.10 0.015
H -3.70 -5.12 -1.37 -0.001
S -1.27 0.83 -2.23 -0.007
H -0.26 -6.04 -1.10 0.000
H 0.94 6.15 -1.97 -0.001
H 1.08 -0.19 5.20 0.000
H -2.31 4.08 0.35 0.004
C 1.25 3.27 1.31 0.111
H -1.77 4.84 -1.74 0.001
C -0.63 1.14 3.49 -0.001
H -0.73 -3.44 -5.42 0.000
C 0.49 -5.61 -1.76 -0.001
H 2.49 0.70 4.59 -0.003
C 4.61 5.09 4.45 0.037
N -3.77 1.45 -2.93 -0.002
H 2.23 -2.63 -1.94 0.011
H 1.33 -3.10 0.41 0.019
C -2.82 -4.72 -1.88 0.000
H -1.43 -5.15 0.37 0.000
H 1.62 4.11 -3.07 0.002
C -0.56 -3.77 -4.38 -0.001
N -0.20 -1.57 -0.74 -0.207
N -2.60 0.97 0.42 0.019
H 2.30 -4.57 0.18 0.001
H 1.36 -1.93 -3.99 0.003
H -3.31 1.34 -3.83 0.003
C 0.68 -1.86 3.18 0.045
H -2.68 -1.65 -0.34 0.026
H -4.02 -2.79 -0.17 0.001
H -3.15 -4.35 -2.85 0.000
H -2.04 -1.56 -4.82 0.000
H 0.47 -0.76 -3.02 -0.018
```

The total energy comes out at -115149.0359 eV. As for the net charge: -2. As for the expectation value of S²: 3.939. The gap between HOMO and LUMO (spin up / spin down) comes out at 4.021 / 5.080 eV. Its spin multiplicity is 4. The HOMO energy (spin up / spin down) is -0.06 / -1.13 eV.